A cluster of 2 separate species, C29H31N3O5 in total at a distorted geometry. Source: the Open Molecules 2025 dataset; level of theory: the ωB97M-V functional and the def2-TZVPD basis.

CARTESIAN COORDINATES (ANGSTROEM)
O: -4.414 3.587 0.086
O: 2.807 -7.182 0.694
O: 1.868 -2.548 0.480
O: 6.814 2.844 -1.114
O: 4.797 3.698 -0.910
N: -2.167 3.964 -0.274
N: 5.582 2.721 -0.916
N: -1.335 1.864 -0.152
C: 2.233 -4.902 0.608
C: 5.979 0.330 -0.746
C: 2.215 -4.729 3.385
C: -3.267 3.180 -0.076
C: 2.528 -6.033 1.382
C: 5.463 -0.957 -0.585
C: -0.891 3.260 -0.353
C: -0.266 3.490 -1.737
C: -3.399 0.931 -1.237
C: 3.163 -8.361 1.447
C: -5.727 1.274 -2.161
C: 3.704 1.202 -0.468
C: 4.098 -1.162 -0.398
C: -7.115 1.263 -2.004
C: 0.043 3.769 0.755
C: 1.920 -3.602 2.637
C: 3.141 -0.106 -0.303
C: 0.853 0.804 -0.210
C: 2.529 -5.954 2.795
C: 1.720 -0.286 -0.083
C: -6.860 0.219 0.170
C: -2.794 1.726 -0.077
C: -5.470 0.240 0.016
C: 1.975 -3.612 1.191
C: -2.282 5.400 -0.382
C: -7.684 0.740 -0.835
C: -4.904 0.807 -1.131
C: -0.534 0.779 -0.084
C: 5.079 1.403 -0.697
H: 1.221 -1.213 0.154
H: -1.047 -0.178 0.076
H: 0.961 3.180 0.812
H: -3.131 1.435 -2.180
H: 2.765 -6.833 3.400
H: 0.313 4.813 0.546
H: 0.635 2.887 -1.875
H: 1.687 -2.654 3.116
H: 6.147 -1.804 -0.612
H: -0.473 3.714 1.722
H: 2.204 -4.672 4.473
H: -3.340 5.671 -0.354
H: 4.092 -8.208 2.015
H: 3.725 -2.175 -0.296
H: 2.247 -4.996 -0.472
H: -2.933 -0.068 -1.239
H: -5.262 1.679 -3.064
H: -7.291 -0.198 1.082
H: 7.033 0.535 -0.914
H: -7.749 1.672 -2.793
H: -3.081 1.263 0.885
H: -1.762 5.896 0.447
H: -0.990 3.226 -2.521
H: 2.357 -8.661 2.132
H: 3.313 -9.130 0.689
H: -1.842 5.751 -1.323
H: 1.281 1.773 -0.451
H: -8.768 0.736 -0.709
H: 0.004 4.550 -1.837
H: 3.094 2.103 -0.417
H: -4.810 -0.155 0.794

Properties
E_HOMO   -6.29 eV
Multiplicity   1
Gap between HOMO and LUMO   4.2 eV